Computed, not measured: a structure of composition C5H10AgO5, with wB97M-V/def2-TZVPD.

Structure (XYZ):
```
21
Properties=species:S:1:pos:R:3:lowdin_charge:R:1
C -0.96652 0.00044 0.32659 -0.161
C -2.32963 -0.49265 -0.02025 -0.189
O -2.64573 -0.08605 -1.34688 0.003
C -3.84988 -0.42441 -1.83371 -0.813
O -4.14019 0.02746 -2.96917 -0.084
O -4.64447 -1.11129 -1.14429 -0.076
O -0.50935 -0.52514 1.48834 -0.018
Ag -6.51934 -1.05552 -3.17985 0.837
H -0.70996 1.04616 0.11903 0.113
H -3.09375 -0.09321 0.67068 0.136
H -2.35806 -1.58985 0.06280 0.134
H 0.34152 -0.12210 1.77131 0.098
H 2.17663 0.33709 -0.41536 0.083
C 3.24294 0.69117 -0.29464 -0.094
C 3.83158 0.25584 1.02628 -0.332
O 2.96731 0.69301 2.07553 -0.093
H 3.83632 0.28371 -1.12320 0.076
H 3.22717 1.78793 -0.37020 0.078
H 4.83130 0.69536 1.16866 0.110
H 3.93594 -0.84182 1.05962 0.111
H 3.37617 0.52387 2.92871 0.081
```

Computed properties:
Spin multiplicity: 2
Kohn-Sham gap (spin up / spin down): 4.65 / 6.69 eV
Molar mass: 258.00 g mol⁻¹
Charge: 0
ΔE to the lowest compared entry with this formula, charge and spin: 0.000 eV
HOMO energy (spin up / spin down): -6.710 / -8.754 eV

***

Computed, not measured: a structure of composition C5H10BBr2NdO2, with wB97M-V/def2-TZVPD.

Structure (XYZ):
```
21
Properties=species:S:1:pos:R:3:lowdin_charge:R:1
C 0.64218 1.06335 2.09611 -0.082
C -0.76813 1.24535 1.55665 -0.259
C -1.22880 0.19525 0.55198 -0.674
Br -3.13441 0.26132 0.22719 0.852
C -0.62349 0.25906 -0.84004 -0.296
C -0.71580 -1.05858 -1.65115 -0.051
O 0.57933 -1.17822 -2.37943 -0.131
B 1.38034 -0.47782 -1.40836 -1.370
Br 3.30495 -0.44655 -2.14460 0.893
O 0.80935 0.58334 -0.82333 0.090
H 1.41771 1.39480 1.41556 0.068
H 0.76911 1.62774 3.01880 0.091
H 0.84357 0.01933 2.36047 0.077
H -0.90007 2.23907 1.12198 0.131
H -1.46646 1.17895 2.38907 0.112
H -1.08471 -0.79780 0.99132 0.097
H -1.11599 1.03810 -1.42200 0.156
H -0.75168 -1.95783 -1.02035 0.123
H -1.53535 -1.08491 -2.36088 0.156
H 1.45152 -1.33708 -0.38232 0.026
Nd 2.12682 -2.76687 -1.29667 1.989
```

Computed properties:
Spin multiplicity: 4
Kohn-Sham gap (spin up / spin down): 4.81 / 5.97 eV
Molar mass: 416.99 g mol⁻¹
Charge: +2
HOMO energy (spin up / spin down): -15.923 / -15.924 eV

***

Computed, not measured: a cluster of 2 separate species, C5H10BF3O7S in total, with wB97M-V/def2-TZVPD.

Structure (XYZ):
```
27
Properties=species:S:1:pos:R:3:lowdin_charge:R:1
C 1.49616 -1.08138 1.89194 -0.030
O 0.28314 -1.50678 1.27543 0.060
B -0.15462 -2.77304 1.41236 -0.830
O 0.55632 -3.80397 1.96683 0.207
O -1.39348 -3.08162 0.78751 -0.140
S -2.84082 -2.86053 1.39152 0.917
O -2.89586 -3.44490 2.71606 -0.393
O -2.62048 -1.24555 1.63794 -0.266
H 1.43212 -1.17152 2.97842 0.099
H 2.33930 -1.67036 1.52817 0.102
H 1.64100 -0.03607 1.62802 0.089
H 0.75652 -3.76205 2.90478 0.120
H -3.33624 -0.95474 2.22352 0.074
C -0.91286 1.24155 -0.23081 -0.052
C -0.56531 0.85057 -1.64464 -0.172
O -0.01792 1.97918 -2.38040 0.036
C 1.25683 2.24060 -2.16431 -0.408
O 2.01363 1.65990 -1.44198 0.162
C 1.70396 3.43790 -3.03873 -0.548
F 0.82106 4.44009 -2.99317 0.166
F 1.82089 3.04422 -4.31556 0.164
F 2.88221 3.89747 -2.63297 0.173
H -1.61036 2.07976 -0.21543 0.087
H -1.36453 0.39419 0.28229 0.057
H -0.01547 1.52483 0.31863 0.075
H -1.44058 0.55925 -2.21937 0.128
H 0.16537 0.04302 -1.66603 0.125
```

Computed properties:
Kohn-Sham gap: 10.93 eV
Molar mass: 282.00 g mol⁻¹
Charge: 0
ΔE to the lowest compared entry with this formula, charge and spin: 0.000 eV
HOMO energy: -10.602 eV

***

Computed, not measured: a cluster of 2 separate species, C5H10BNO in total, with wB97M-V/def2-TZVPD.

Structure (XYZ):
```
18
Properties=species:S:1:pos:R:3:lowdin_charge:R:1
B 0.56868 -0.15177 0.56611 -0.230
C 1.79464 3.20442 1.32859 -0.142
C 1.17889 2.62516 0.33585 -0.029
C -0.47804 -2.06660 0.07771 -0.173
C -0.38488 -1.92112 1.53230 -0.193
C -0.75541 -0.30096 -1.60506 -0.085
N -0.31561 -0.68240 -0.35320 -0.095
O 0.71485 -1.01954 1.68411 -0.004
H 2.20619 4.18966 1.23756 0.041
H 1.99775 2.67815 2.18350 0.008
H 0.94597 2.94773 -0.75296 0.046
H 0.45789 -2.66679 -0.44764 0.180
H -1.42234 -2.63792 -0.27297 0.153
H -1.22357 -1.23884 1.85478 0.150
H -0.13439 -2.78647 2.09807 0.121
H -1.67663 -0.81706 -1.83730 0.090
H -0.96740 0.70982 -1.68824 0.069
H -0.09317 -0.60703 -2.39653 0.093
```

Computed properties:
Kohn-Sham gap (spin up / spin down): 8.65 / 8.30 eV
Molar mass: 110.95 g mol⁻¹
Charge: 0
ΔE to the lowest compared entry with this formula, charge and spin: 5.551 eV
HOMO energy (spin up / spin down): -8.353 / -7.938 eV

***

Computed, not measured: the molecule C5H10BNO5, with wB97M-V/def2-TZVPD.

Structure (XYZ):
```
22
Properties=species:S:1:pos:R:3:lowdin_charge:R:1
C -2.02513 -0.49442 -2.10833 -0.054
O -2.06148 0.42151 -1.00411 0.038
B -0.80298 0.87116 -0.68222 -0.617
O -0.50556 2.19408 -0.93049 0.179
C 0.30116 -0.08650 -0.06490 -0.124
C -0.12542 -1.33255 0.69012 -0.119
C 1.25075 -1.80379 1.12965 -0.168
O 1.73769 -0.60722 1.75732 -0.069
C 1.30017 0.49922 0.96608 -0.338
O 0.74624 1.39131 1.89724 -0.015
N 0.91368 2.75438 1.48992 -0.008
O 0.05871 3.42008 1.90107 0.097
H -1.06944 -0.45817 -2.63533 0.093
H -2.79632 -0.21689 -2.81994 0.094
H -2.19129 -1.50699 -1.74694 0.087
H 0.37352 2.27713 -1.30103 0.107
H 0.91722 -0.42696 -0.90807 0.149
H -0.75492 -2.07670 0.20894 0.121
H -0.61002 -1.08414 1.63588 0.137
H 1.24415 -2.65710 1.79759 0.126
H 1.90657 -1.95453 0.26724 0.122
H 2.19270 0.87711 0.46033 0.161
```

Computed properties:
Kohn-Sham gap: 10.37 eV
Molar mass: 174.95 g mol⁻¹
Charge: 0
HOMO energy: -10.075 eV

***

Computed, not measured: a cluster of 2 separate species, C5H10Br2Si in total, with wB97M-V/def2-TZVPD.

Structure (XYZ):
```
18
Properties=species:S:1:pos:R:3:lowdin_charge:R:1
C -1.60339 0.61619 2.87403 -0.054
C -1.13566 -0.30032 2.00594 -0.378
C 2.09944 0.17287 -0.53974 -0.134
C 1.26579 0.06669 -1.77632 -0.449
C 0.26132 -1.02313 -1.70471 -0.085
Si -1.32371 -0.00435 0.22111 -0.039
Br -1.60324 2.16011 -0.50999 0.281
Br -3.27030 -1.09034 -0.10584 0.274
H -1.73524 0.58874 3.90913 0.036
H -1.91525 1.63200 2.50353 0.050
H -0.86776 -1.28959 2.23136 0.037
H 2.74954 1.04611 -0.62456 0.085
H 1.40263 0.25710 0.27588 0.026
H 2.56840 -0.82129 -0.39669 0.084
H 0.80590 1.03602 -1.73922 0.038
H 1.78388 -0.04762 -2.72874 0.115
H 0.91419 -1.92900 -1.38461 0.094
H -0.39654 -1.07021 -2.51059 0.018
```

Computed properties:
Kohn-Sham gap: 8.54 eV
Molar mass: 258.03 g mol⁻¹
Charge: 0
ΔE to the lowest compared entry with this formula, charge and spin: 2.034 eV
HOMO energy: -8.647 eV